Entry 1:
Here is a 2-piece molecular cluster, C6H11O2 overall in a non-equilibrium geometry from the OMol25 dataset. Energies are from wB97M-V/def2-TZVPD.

Geometry as XYZ:
```
19
C6H11O2 (wB97M-V/def2-TZVPD)
O -1.687 0.712 -1.157
O -1.347 -0.863 0.476
C 2.305 0.306 1.079
C 2.041 0.083 2.401
C 1.103 1.014 -1.062
C -3.366 -0.951 -0.845
C -2.014 -0.329 -0.476
C 1.505 -0.112 -0.101
H 1.245 -0.584 2.772
H 0.534 -0.540 0.234
H 0.506 1.810 -0.578
H 3.165 0.969 0.899
H -4.162 -0.157 -1.007
H 0.566 0.594 -1.883
H 2.557 0.694 3.135
H 1.989 1.576 -1.524
H -3.712 -1.650 -0.052
H -3.308 -1.659 -1.723
H 2.080 -0.913 -0.586
```

The calculation puts the relative energy (zero: lowest compared OMol25 entry of this formula, charge and spin) at 124.2 kJ/mol. As for the total energy: -385.7133 Eh. The HOMO energy comes out at -4.145 eV. The value obtained for the HOMO-LUMO gap is 8.2 eV. Its net charge is -1. For the LUMO energy, the calculation gives 4.09 eV.

Atom charges from the Mulliken analysis, given in e for atoms 1 to 5: number 1, O, carries -0.72; number 2, O, carries -0.79; number 3, C, carries -0.34; number 4, C, carries -0.67; number 5, C, carries -1.14

Entry 2:
Here is one molecule with the formula C7H11P in a non-equilibrium geometry from the OMol25 dataset. Energies are from wB97M-V/def2-TZVPD.

Geometry as XYZ:
```
19
C7H11P (wB97M-V/def2-TZVPD)
P -0.647 2.576 0.397
C -1.888 -1.863 2.307
C -0.987 -1.779 1.325
C -0.835 -0.516 0.716
C 1.022 1.732 -1.631
C 1.317 -0.906 -0.685
C 0.141 -0.083 -0.111
C 0.125 1.314 -0.510
H -1.379 0.351 0.937
H -0.648 3.391 -0.658
H 1.186 -0.884 -1.762
H -0.110 -2.388 1.018
H 1.072 2.737 -1.763
H 1.171 -1.878 -0.442
H 0.569 1.326 -2.482
H 1.995 1.322 -1.674
H 2.283 -0.634 -0.390
H -1.937 -2.734 2.840
H -2.451 -1.083 2.569
```

The expectation value of S² is 2.05. The calculation puts the relative energy (zero: lowest compared OMol25 entry of this formula, charge and spin) at 75.1 kJ/mol. As for the total energy: -614.4814 Eh. The HOMO energy (alpha / beta) comes out at -6.151 / -8.974 eV. The value obtained for the HOMO-LUMO gap (alpha / beta) is 7.1 / 7.1 eV. The spin multiplicity is 3. For the LUMO energy (alpha / beta), the calculation gives 0.98 / -1.84 eV.

Atom charges from the Mulliken analysis, given in e for atoms 1 to 5: number 1, P, carries -0.04; number 2, C, carries -1.00; number 3, C, carries -0.22; number 4, C, carries -0.04; number 5, C, carries -1.62

Entry 3:
Here is C22H29Cl2N2OPmS4 as an isolated structure in a non-equilibrium geometry from the OMol25 dataset. Energies are from wB97M-V/def2-TZVPD.

Geometry as XYZ:
```
61
C22H29Cl2N2OPmS4 (wB97M-V/def2-TZVPD)
Pm -0.290 -1.491 -0.135
Cl 2.498 1.534 4.076
Cl 2.480 -1.783 -0.448
S 0.785 -0.104 1.923
S 0.015 -4.194 0.970
S -2.930 -2.526 0.250
S -0.850 -3.657 -2.135
O -0.972 5.204 -1.881
N -0.581 4.391 0.273
N -0.395 0.513 -1.565
C 5.371 -0.154 1.824
C -0.629 3.416 2.551
C -0.906 2.884 -1.595
C 1.310 5.956 -0.231
C 3.279 0.622 2.797
C 4.634 -0.848 0.864
C -1.399 3.733 1.295
C -3.530 -3.196 -1.355
C 0.129 -5.186 -1.663
C 0.044 5.686 0.595
C 2.541 -0.106 1.797
C -1.137 1.504 -3.612
C -0.535 1.720 -0.931
C -0.871 4.258 -1.052
C -0.610 0.430 -2.889
C -1.663 -4.926 1.126
C -2.786 -3.938 1.405
C -1.242 2.754 -2.962
C 3.252 -0.839 0.818
C 0.857 -5.040 -0.378
C 4.687 0.586 2.757
C -2.606 -4.204 -2.070
H -0.497 -6.072 -1.667
H -1.541 -5.502 2.033
H -1.342 3.672 -3.550
H 0.307 5.719 1.643
H 2.050 5.201 -0.099
H -1.857 -5.610 0.245
H -1.759 2.799 0.910
H -0.325 -0.531 -3.347
H -3.749 -4.428 1.336
H -4.459 -3.654 -1.187
H -0.706 4.294 3.284
H 5.134 -1.370 0.027
H -2.942 -4.255 -3.097
H 0.884 -5.353 -2.490
H -2.790 -3.453 2.389
H 1.654 6.922 0.114
H -0.639 6.501 0.471
H 1.787 -4.552 -0.456
H -2.318 4.289 1.528
H 5.186 1.151 3.544
H 6.466 -0.243 1.917
H 1.037 6.083 -1.319
H -2.691 -5.193 -1.569
H -1.066 2.569 3.049
H -1.353 1.435 -4.673
H -0.181 1.731 0.104
H 0.407 3.227 2.362
H 1.051 -6.039 0.011
H -3.701 -2.335 -1.934
```

The expectation value of S² is 6.01. As for the total energy: -4161.4793 Eh. The HOMO energy (alpha / beta) comes out at -13.366 / -13.380 eV. The value obtained for the HOMO-LUMO gap (alpha / beta) is 6.5 / 6.7 eV. The spin multiplicity is 5. Its net charge is +2. For the LUMO energy (alpha / beta), the calculation gives -6.83 / -6.63 eV.

Atom charges from the Mulliken analysis, given in e for atoms 1 to 5: number 1, Pm, carries 0.35; number 2, Cl, carries -0.15; number 3, Cl, carries -0.15; number 4, S, carries -0.11; number 5, S, carries 0.04

Entry 4:
Here is one molecule with the formula C3H2N2O2 in a non-equilibrium geometry from the OMol25 dataset. Energies are from wB97M-V/def2-TZVPD.

Geometry as XYZ:
```
9
C3H2N2O2 (wB97M-V/def2-TZVPD)
O 0.666 2.692 -0.711
O 0.044 1.490 2.448
N 1.392 1.122 2.259
N 0.895 2.010 1.434
C 0.038 -0.707 0.116
C 0.498 1.836 0.087
C -0.148 0.457 -0.345
H 0.465 -1.307 0.879
H -0.707 0.685 -1.243
```

The calculation puts the relative energy (zero: lowest compared OMol25 entry of this formula, charge and spin) at 846.0 kJ/mol. As for the total energy: -375.1893 Eh. The HOMO energy (alpha / beta) comes out at -10.049 / -9.352 eV. The value obtained for the HOMO-LUMO gap (alpha / beta) is 9.2 / 8.5 eV. For the LUMO energy (alpha / beta), the calculation gives -0.90 / -0.81 eV.

Atom charges from the Mulliken analysis, given in e for atoms 1 to 5: number 1, O, carries -0.40; number 2, O, carries -0.19; number 3, N, carries -0.29; number 4, N, carries 0.32; number 5, C, carries -0.33

Entry 5:
Here is C8H7NO2 as an isolated structure in a non-equilibrium geometry from the OMol25 dataset. Energies are from wB97M-V/def2-TZVPD.

Geometry as XYZ:
```
18
C8H7NO2 (wB97M-V/def2-TZVPD)
O 3.113 -0.750 -2.472
O 1.824 0.330 0.305
N 0.207 -1.529 1.889
C -2.961 0.236 0.992
C -5.161 1.463 0.367
C 3.122 0.384 -0.299
C 1.224 -0.056 -0.940
C -0.773 -0.982 1.611
C -1.955 -0.323 1.277
C -4.147 0.899 0.657
C 2.525 0.265 -1.701
H -6.098 2.037 0.147
H 0.341 0.529 -1.168
H 2.707 -0.737 -3.341
H 2.487 1.221 -2.245
H 3.748 -0.499 -0.046
H 3.661 1.309 -0.043
H 0.976 -1.124 -0.970
```

The calculation puts the relative energy (zero: lowest compared OMol25 entry of this formula, charge and spin) at 608.1 kJ/mol. As for the total energy: -514.0699 Eh. The HOMO energy comes out at -9.575 eV. The value obtained for the HOMO-LUMO gap is 9.5 eV. For the LUMO energy, the calculation gives -0.04 eV.

Atom charges from the Mulliken analysis, given in e for atoms 1 to 5: number 1, O, carries -0.54; number 2, O, carries -0.36; number 3, N, carries -0.41; number 4, C, carries 0.81; number 5, C, carries -0.55

Entry 6:
Here is C12H24BeN4O24 as an isolated structure in a non-equilibrium geometry from the OMol25 dataset. Energies are from wB97M-V/def2-TZVPD.

Geometry as XYZ:
```
65
C12H24BeN4O24 (wB97M-V/def2-TZVPD)
O -1.336 -2.742 2.216
O 0.370 -0.877 -1.735
O -0.413 -2.928 -1.584
O -3.307 0.565 -2.424
O 0.186 3.119 0.632
O 0.224 -2.220 3.592
O 0.309 -1.397 1.481
O -2.937 2.285 0.734
O 1.707 2.835 3.473
O -0.248 -1.973 -3.584
O 1.482 1.663 -4.245
O -0.044 5.213 1.080
O 2.958 1.119 3.809
O 0.609 3.479 -3.480
O 1.718 1.231 2.026
O -2.438 2.524 -2.642
O -0.573 4.487 -0.881
O 1.360 2.003 -2.098
O -3.772 1.022 2.316
O 2.635 0.041 -0.410
O -1.710 0.612 1.498
O 4.571 -0.838 0.310
O 4.485 -0.036 -1.686
O -1.503 1.030 -1.354
N -0.119 4.289 0.238
N 1.128 2.393 -3.276
N 2.120 1.741 3.106
N -2.389 1.409 -2.164
C 0.031 -0.793 -4.360
C -2.098 -2.521 1.024
C -0.187 -2.068 2.348
C -3.675 0.003 3.282
C -2.720 1.257 1.504
C 1.504 -1.640 3.885
C 3.982 -1.209 1.559
C -0.026 -1.863 -2.299
C 3.781 -0.268 -0.583
C -0.544 -4.210 -2.205
C 3.681 0.342 -2.805
C -4.112 3.067 0.849
Be 0.377 0.642 0.039
H -0.434 0.074 -3.899
H -1.351 -4.716 -1.682
H 3.289 1.356 -2.750
H 4.786 -1.648 2.143
H -4.022 3.808 0.058
H 4.184 0.144 -3.749
H -2.773 -1.680 1.152
H 2.775 -0.271 -2.842
H -4.983 2.461 0.588
H -1.435 -2.379 0.178
H -4.396 -0.782 3.045
H 2.276 -2.253 3.424
H -2.656 -3.440 0.851
H -2.678 -0.442 3.248
H 1.102 -0.611 -4.392
H 1.612 -0.602 3.570
H 0.380 -4.767 -2.048
H 3.162 -1.906 1.393
H -3.826 0.281 4.325
H -0.758 -4.108 -3.264
H 3.599 -0.315 2.055
H -0.344 -0.916 -5.372
H -4.220 3.544 1.821
H 1.644 -1.622 4.963
```

As for the total energy: -2510.7149 Eh. The HOMO energy comes out at -1.904 eV. The value obtained for the HOMO-LUMO gap is 5.7 eV. Its net charge is -2. For the LUMO energy, the calculation gives 3.82 eV.

Atom charges from the Mulliken analysis, given in e for atoms 1 to 5: number 1, O, carries -0.48; number 2, O, carries 0.38; number 3, O, carries -0.33; number 4, O, carries -0.75; number 5, O, carries -0.38

Entry 7:
Here is a 5-piece molecular cluster, C13H35INO6P overall in a non-equilibrium geometry from the OMol25 dataset. Energies are from wB97M-V/def2-TZVPD.

Geometry as XYZ:
```
57
C13H35INO6P (wB97M-V/def2-TZVPD)
I -0.816 0.743 -0.788
P -1.597 -1.479 -1.334
O 1.458 1.331 -4.252
O 6.299 -2.044 0.323
O -2.428 -0.742 2.866
O -4.201 -1.076 -1.682
O -3.012 -1.307 -3.556
O -5.496 1.951 5.267
N 4.010 -0.325 -2.259
C -3.200 -1.243 -2.376
C -0.440 -2.435 -2.345
C 0.283 3.427 -4.615
C 7.549 -1.393 0.118
C 0.462 1.983 -5.043
C -3.434 -0.044 2.127
C 1.005 -2.572 -1.751
C -3.570 1.388 2.606
C -5.148 1.045 6.312
C 7.409 0.114 0.232
C 1.867 -1.435 -2.347
C 2.936 -0.904 -1.392
C -6.384 0.499 7.001
H -5.992 2.674 5.662
H -4.576 0.236 5.858
H 7.018 0.386 1.213
H 2.486 -0.139 -0.755
H -2.687 -0.733 3.791
H -7.026 -0.011 6.282
H 1.225 3.970 -4.702
H -0.480 1.434 -4.952
H -4.503 1.561 7.031
H 6.704 0.490 -0.514
H -6.115 -0.203 7.792
H 5.692 -1.721 -0.352
H 4.279 0.531 -1.788
H -0.836 -3.429 -2.546
H 8.236 -1.770 0.874
H 3.561 -0.048 -3.124
H 1.168 1.366 -3.336
H 0.994 -2.531 -0.664
H -1.873 -2.191 -0.150
H -4.385 -0.576 2.229
H -3.848 1.420 3.659
H 0.790 1.929 -6.080
H 8.369 0.611 0.085
H -0.469 3.927 -5.226
H 1.379 -3.519 -2.122
H -6.970 1.310 7.440
H 2.313 -1.778 -3.277
H 7.937 -1.668 -0.869
H -3.136 -0.074 1.082
H -0.343 -1.951 -3.313
H -0.027 3.483 -3.568
H 3.316 -1.682 -0.730
H -2.618 1.914 2.507
H 1.189 -0.620 -2.580
H -4.328 1.922 2.032
```

As for the total energy: -1661.4946 Eh. The HOMO energy comes out at -9.226 eV. The value obtained for the HOMO-LUMO gap is 8.1 eV. For the LUMO energy, the calculation gives -1.10 eV.

Atom charges from the Mulliken analysis, given in e for atoms 1 to 5: number 1, I, carries 0.08; number 2, P, carries 0.07; number 3, O, carries -0.43; number 4, O, carries -0.51; number 5, O, carries -0.52

Entry 8:
Here is one molecule with the formula C18H20NOP in a non-equilibrium geometry from the OMol25 dataset. Energies are from wB97M-V/def2-TZVPD.

Geometry as XYZ:
```
41
C18H20NOP (wB97M-V/def2-TZVPD)
P -2.647 1.584 -0.925
O -2.288 1.931 -2.333
N -0.273 0.586 0.477
C 0.799 -2.678 2.500
C 2.010 1.061 -0.066
C -0.127 -4.035 0.722
C -1.149 1.786 0.092
C 0.334 -3.896 2.040
C -0.057 -2.895 -0.144
C 2.343 -0.164 -2.152
C 0.198 -0.397 -0.613
C 1.584 0.124 -1.035
C 0.820 -1.466 1.652
C -3.427 -0.047 -0.813
C -4.043 2.596 -0.356
C 3.259 1.750 -0.144
C 0.960 1.084 1.110
C 0.350 -1.607 0.322
C 4.048 1.532 -1.344
C 3.604 0.531 -2.253
C 1.325 -0.045 2.128
H 4.883 2.084 -1.584
H 0.064 -4.731 2.616
H 0.906 2.028 1.600
H 4.264 0.365 -3.115
H -3.757 3.665 -0.309
H -4.385 2.331 0.573
H -0.593 -4.923 0.351
H 2.403 -0.091 2.309
H -0.493 -0.557 -1.462
H -0.532 -2.939 -1.107
H -2.760 -0.823 -0.895
H 3.582 2.486 0.589
H -3.994 -0.138 0.143
H -0.613 2.397 -0.616
H 0.926 -2.535 3.575
H -1.468 2.329 1.012
H -4.045 -0.062 -1.632
H -4.939 2.459 -1.014
H 0.870 0.129 3.076
H 2.055 -0.809 -2.976
```

As for the total energy: -1169.2220 Eh. The HOMO energy comes out at -8.502 eV. The value obtained for the HOMO-LUMO gap is 9.2 eV. Its SMILES is CP(C)(=O)CN1[C@@H]2c3ccccc3C[C@H]1c1ccccc12. For the LUMO energy, the calculation gives 0.71 eV.

Atom charges from the Mulliken analysis, given in e for atoms 1 to 5: number 1, P, carries 1.14; number 2, O, carries -0.79; number 3, N, carries -0.23; number 4, C, carries -0.73; number 5, C, carries 0.36